Molecular formula: C25H25Cl2F4N5O3Ru
Method: DFT, ωB97M-V with the def2-TZVPD basis set

Computed properties:
net charge: +2
multiplicity: 5
maximum force: 2.2 eV Å⁻¹
lowest unoccupied orbital energy (spin up / spin down): -7.7 / -9.2 eV
relative energy (zero: lowest compared OMol25 entry of this formula, charge and spin): 0.000 eV

Geometry as XYZ:
```
65
C25H25Cl2F4N5O3Ru (ωB97M-V with the def2-TZVPD basis set)
Ru -0.090 -2.876 0.829
C -2.945 -1.852 0.411
N -2.105 -2.976 -0.050
C -2.718 -4.273 0.314
C -1.812 -2.907 -1.503
C -0.777 -1.827 -1.797
N 0.336 -1.964 -0.853
C 1.567 -1.465 -1.119
C 2.651 -1.806 -0.269
F 2.396 -2.582 0.799
C 3.937 -1.387 -0.500
F 4.893 -1.771 0.320
C 4.226 -0.557 -1.576
C 3.184 -0.159 -2.400
F 3.411 0.668 -3.396
C 1.892 -0.595 -2.192
F 0.936 -0.141 -2.988
H -3.946 -1.922 -0.022
H -2.506 -0.898 0.126
H -3.035 -1.885 1.497
H -3.652 -4.426 -0.232
H -2.927 -4.296 1.382
H -2.040 -5.094 0.073
H -2.725 -2.717 -2.072
H -1.410 -3.875 -1.808
H -1.217 -0.829 -1.699
H -0.440 -1.931 -2.826
H 5.239 -0.222 -1.762
C 0.535 5.646 -4.270
C 0.293 5.403 -2.814
C -0.293 4.232 -2.350
C -0.536 4.019 -1.001
C -0.182 4.986 -0.059
N -0.407 4.852 1.316
C -0.640 3.767 2.126
O -1.105 3.885 3.236
N -0.246 2.554 1.573
C -0.259 1.333 2.221
C -0.587 1.152 3.572
C -0.528 -0.121 4.110
C -0.179 -1.198 3.314
N 0.106 -1.029 2.015
C 0.077 0.201 1.485
C 0.394 6.175 -0.519
C 0.626 6.373 -1.863
H 0.193 4.818 -4.887
H 1.598 5.809 -4.463
H 0.030 6.555 -4.600
H -0.598 3.481 -3.070
H -1.078 3.132 -0.693
H -0.474 5.709 1.842
H 0.206 2.587 0.672
H -0.877 1.997 4.179
H -0.750 -0.283 5.155
H -0.123 -2.201 3.715
H 0.353 0.296 0.441
H 0.662 6.942 0.198
H 1.074 7.302 -2.194
Cl 2.010 -6.980 2.702
C 0.332 -6.513 2.454
Cl -0.518 -7.598 1.343
C 0.287 -5.122 1.840
O -0.383 -4.207 2.434
O 0.856 -4.874 0.748
H -0.189 -6.517 3.405
```

***

Molecular formula: C25H25ClGeN2O4Sc
Method: DFT, ωB97M-V with the def2-TZVPD basis set

Computed properties:
net charge: -1
maximum force: 0.4 eV Å⁻¹
lowest unoccupied orbital energy: 2.7 eV
relative energy (zero: lowest compared OMol25 entry of this formula, charge and spin): 0.529 eV

Geometry as XYZ:
```
59
C25H25ClGeN2O4Sc (ωB97M-V with the def2-TZVPD basis set)
Sc -1.656 0.762 1.538
C 3.332 2.712 1.624
C 1.878 2.750 1.999
N 1.420 2.638 3.181
O 2.422 2.423 4.141
C 0.878 2.912 0.919
C 1.143 3.816 -0.246
N -0.188 2.222 1.017
O -1.157 2.247 0.105
H 3.948 2.483 2.486
H 3.638 3.678 1.214
H 3.490 1.957 0.851
H 1.899 2.270 4.933
H 2.023 3.481 -0.799
H 1.321 4.843 0.082
H 0.278 3.793 -0.906
Cl -6.088 3.064 1.616
C -4.420 3.438 2.112
C -3.534 2.220 2.305
O -3.832 1.115 1.778
O -2.453 2.421 2.911
H -4.451 4.011 3.033
H -3.961 4.041 1.331
C -0.725 -1.046 1.835
Ge -0.125 -1.561 0.122
C 1.656 -0.953 -0.559
C 1.837 0.292 -1.168
C 3.089 0.706 -1.609
C 4.201 -0.105 -1.422
C 4.049 -1.333 -0.792
C 2.790 -1.748 -0.375
C -1.420 -0.746 -1.155
C -1.102 -0.324 -2.448
C -2.038 0.317 -3.246
C -3.321 0.563 -2.767
C -3.670 0.126 -1.501
C -2.732 -0.543 -0.719
C -0.091 -3.506 -0.315
C 0.454 -4.022 -1.491
C 0.405 -5.383 -1.769
C -0.191 -6.256 -0.869
C -0.739 -5.760 0.307
C -0.688 -4.397 0.576
H -0.129 -1.486 2.639
H 0.983 0.948 -1.306
H 3.200 1.666 -2.102
H 5.178 0.218 -1.763
H 4.911 -1.971 -0.631
H 2.684 -2.719 0.100
H -0.103 -0.488 -2.835
H -1.762 0.641 -4.244
H -4.042 1.087 -3.383
H -4.665 0.301 -1.110
H -3.038 -0.943 0.245
H 0.928 -3.351 -2.201
H 0.834 -5.764 -2.690
H -0.229 -7.318 -1.084
H -1.207 -6.436 1.013
H -1.116 -4.004 1.493
```

***

Look up the relative energy (zero: lowest compared OMol25 entry of this formula, charge and spin) of the second one.
0.529 eV

***

Which of these has the lowest maximum force?
C25H25ClGeN2O4Sc

***

Among the records above, which one has the lowest net charge?
C25H25ClGeN2O4Sc

***

What is the relative energy (zero: lowest compared OMol25 entry of this formula, charge and spin) in the second record?
0.529 eV